Formula: C16H27AlCl5FLi2NO9S
Source: the OMol25 dataset
Level of theory: the ωB97M-V functional and the def2-TZVPD basis

Summary:
Calculated total energy, eV: -120081.7702
Total charge: +3
E_HOMO, eV: -15.011
Gap between HOMO and LUMO, hartree: 0.148

Geometry (Å):
C -1.144 3.623 -0.113
C -0.150 2.569 -0.611
C -0.334 2.233 -2.090
C 1.304 3.034 -0.380
C 1.608 4.439 -0.957
C 1.713 3.047 1.065
O 1.614 1.678 1.673
S 0.251 1.404 2.324
Cl 0.267 -0.606 2.014
H -1.445 4.312 -0.890
H -0.645 4.212 0.648
H -2.014 3.193 0.368
H -0.285 1.613 -0.094
H -1.358 1.948 -2.292
H 0.331 1.374 -2.295
H -0.056 3.078 -2.725
H 1.956 2.332 -0.894
H 2.133 4.353 -1.899
H 2.215 4.998 -0.255
H 0.715 5.025 -1.139
H 2.749 3.325 1.195
H 1.129 3.761 1.649
H 0.404 1.518 3.689
C -1.392 -3.421 3.886
N -2.876 -3.496 4.125
O -3.269 -3.254 5.222
O -3.569 -3.795 3.140
H -0.901 -3.133 4.809
H -1.061 -4.403 3.557
H -1.209 -2.670 3.107
C 0.335 -3.521 -0.904
O 1.279 -2.484 -0.689
H 0.828 -4.297 -1.497
H -0.002 -3.998 0.019
H -0.539 -3.140 -1.451
H 0.915 -1.768 -0.155
C -2.916 7.020 1.669
Cl -4.523 6.451 1.216
Cl -2.022 5.671 2.421
Cl -2.048 7.555 0.230
Cl -3.048 8.345 2.810
C -7.100 3.605 0.488
O -7.344 4.661 -0.427
H -7.542 2.694 0.092
H -6.019 3.453 0.613
H -7.555 3.828 1.456
H -6.950 5.455 -0.056
F 1.768 0.360 -2.140
Li 1.851 1.870 -3.538
C 5.114 -7.567 -2.919
C 3.682 -7.468 -2.903
C 3.123 -6.359 -2.036
O 1.918 -6.123 -1.987
C 4.055 -5.595 -1.251
C 5.482 -5.683 -1.241
C 6.065 -6.719 -2.188
O 7.243 -6.881 -2.365
O 6.220 -5.014 -0.564
O 2.935 -8.183 -3.522
H 5.585 -8.334 -3.531
H 3.583 -4.866 -0.598
Li -2.564 -2.200 2.465
Al 1.511 -3.061 -3.352

Atom charges from the Mulliken analysis, given in e for atoms 1 to 2: atom 1 (C): -1.299, atom 2 (C): 1.567